Formula: C37H52F14N4O2
Source: the Open Molecules 2025 dataset
Level of theory: ωB97M-V/def2-TZVPD

Values from the calculation:
- charge = 0
- strongest force on any atom (hartree/bohr) = 0.259
- DFT total energy (Ha) = -3208.012436

```
109
Properties=species:S:1:pos:R:3:forces:R:3:lowdin_charge:R:1
C -0.670210 3.126538 -0.999297 -0.276 0.088 -0.923 -0.0611
C -1.656453 2.028254 -1.425958 0.002 -0.731 0.667 -0.3901
C -2.441850 1.583006 -0.181951 0.104 0.802 -0.356 -0.0664
C -0.947958 0.757822 -1.892163 1.097 0.009 -0.231 -0.1595
C -0.591739 0.547931 -3.366350 -0.488 0.996 -0.021 -0.3185
C 0.057547 1.771766 -4.033473 0.320 -0.977 0.275 -0.0413
C -1.856937 0.138313 -4.143682 0.601 0.847 -0.461 -0.1220
O -1.693902 -1.152418 -4.802154 -0.480 0.579 0.279 -0.0101
C -1.307846 -2.056691 -3.880413 0.075 -0.719 0.182 -0.2095
C -0.150723 -2.818234 -4.120818 0.546 -0.842 0.832 -0.1145
C 0.632649 -2.770805 -5.409513 -0.575 -0.151 -0.216 -0.0854
C 1.180418 -1.396596 -5.792094 0.063 0.120 0.535 -0.0450
C 2.537557 -1.082328 -5.190977 -1.093 -0.457 -0.135 -0.4389
F 2.819664 0.211113 -5.434862 0.388 0.337 -0.191 0.1346
F 2.420676 -1.236507 -3.849014 0.285 0.027 0.276 0.1204
C 3.688261 -1.975837 -5.702272 0.053 -0.042 -0.378 -0.3407
F 3.759092 -3.103890 -4.984518 0.025 -0.050 0.448 0.1488
F 3.337557 -2.365468 -6.949658 0.079 0.011 -0.352 0.1419
C 5.128909 -1.363380 -5.856774 -0.244 0.046 0.010 -0.3407
F 5.983141 -2.393966 -5.849506 0.094 -0.396 0.217 0.1698
F 5.196417 -0.808101 -7.073385 -0.085 0.400 -0.179 0.1677
C 5.711769 -0.300929 -4.871149 0.660 0.015 0.246 -0.3342
F 7.028906 -0.293947 -5.142571 0.283 -0.129 -0.125 0.1580
F 5.291924 0.934777 -5.152856 -0.553 0.157 -0.142 0.1619
C 5.570055 -0.559501 -3.331523 0.148 0.484 0.250 -0.3410
F 4.889916 -1.678555 -3.066724 -0.297 -0.254 -0.273 0.1689
F 6.789486 -0.708848 -2.809508 0.457 -0.108 0.085 0.1725
C 4.932851 0.612270 -2.523298 -0.038 -1.017 0.466 -0.5872
F 3.734634 0.935153 -2.960809 -0.392 0.402 -0.328 0.1899
F 4.801215 0.172613 -1.273534 -0.044 -0.104 0.378 0.1877
F 5.730335 1.653640 -2.499937 0.307 0.686 -0.328 0.2136
C 0.291419 -3.673711 -3.126244 0.258 0.550 -1.365 0.0433
N -0.371811 -3.741127 -1.960237 0.066 0.076 -0.107 -0.0167
F 0.128053 -4.587701 -1.030653 0.146 -0.149 0.218 0.0829
C -1.509663 -3.074109 -1.671301 -1.173 0.417 -0.072 -0.1243
C -2.114008 -3.256353 -0.319017 1.221 -0.085 0.069 -0.1023
C -1.284106 -2.419944 0.690992 -0.933 0.486 -0.138 -0.1531
C -2.110729 -1.933901 1.894643 0.948 -0.113 0.152 -0.1479
C -1.217541 -1.860633 3.133071 -0.036 -0.793 -1.891 -0.1750
N -0.243494 -0.808742 2.996957 0.531 -0.955 -0.050 -0.0974
C -0.456378 0.504059 2.639740 2.816 -3.472 -2.699 -0.2263
C 0.749456 1.165514 2.596420 3.975 -3.407 -3.415 -0.1725
C 1.757452 0.212097 2.935213 -1.053 0.266 -0.465 -0.0523
C 1.106041 -0.974537 3.172753 1.643 -0.514 0.324 -0.1223
C -2.006628 -2.236192 -2.665407 0.000 -0.490 0.424 -0.1720
N -3.198396 -1.536109 -2.438644 -0.188 -0.340 0.113 0.1104
H -0.497033 3.818080 -1.822765 0.077 0.165 -0.020 0.0668
H -1.075219 3.694842 -0.170455 0.061 0.136 0.229 0.0713
H 0.296849 2.704357 -0.749287 0.091 -0.064 0.368 0.0763
H -2.336139 2.412954 -2.186715 -0.152 -0.003 -0.112 0.1321
H -3.084865 2.400946 0.125337 -0.346 -0.026 0.277 0.0831
H -1.735391 1.391939 0.623918 0.031 -0.153 0.023 0.0558
H -3.012491 0.674678 -0.358523 -0.265 0.017 -0.009 0.0633
H -1.515179 -0.112568 -1.577504 0.005 0.032 0.067 0.0664
H -0.004097 0.721777 -1.344753 0.057 -0.138 0.247 0.1258
H 0.172773 -0.228342 -3.365365 -0.259 -0.283 -0.181 0.1150
H -0.567195 2.651550 -3.964438 -0.038 0.272 -0.033 0.0769
H 1.035706 1.927211 -3.583981 0.032 0.427 0.157 0.0806
H 0.252645 1.516288 -5.072466 -0.102 0.263 -0.271 0.0728
H -2.708058 0.137194 -3.483105 -0.099 -0.155 -0.001 0.0948
H -2.079025 0.874679 -4.908344 0.135 -0.173 -0.517 0.1290
H 1.395535 -3.539645 -5.361189 0.217 -0.014 -0.089 0.1112
H -0.045683 -3.075931 -6.203655 -0.078 -0.047 -0.139 0.1344
H 0.541980 -0.655601 -5.333899 -0.145 0.259 -0.048 0.0946
H 1.150314 -1.195321 -6.854235 0.253 -0.192 -0.214 0.1407
H 1.166866 -4.285494 -3.242137 0.133 -0.125 0.164 0.1401
H -3.149993 -2.954981 -0.293387 -0.239 -0.030 -0.115 0.1060
H -2.037847 -4.312035 -0.069290 -0.311 -0.141 0.220 0.1209
H -0.381437 -2.938377 0.993181 0.089 -0.245 0.051 0.1100
H -0.963397 -1.529718 0.151319 0.295 0.143 0.036 0.1064
H -2.976372 -2.556483 2.098086 -0.191 -0.102 -0.037 0.1157
H -2.398215 -0.906122 1.697508 -0.600 0.108 -0.098 0.0952
H -1.786373 -1.805554 4.058879 -0.566 -0.322 -0.701 0.0858
H -0.657781 -2.793227 3.177159 0.150 -0.124 0.220 0.1320
H -1.428703 0.926101 2.429951 0.316 -1.084 -13.223 -0.1171
H 0.904662 2.201157 2.366311 1.061 -2.223 -3.671 0.0787
H 2.812608 0.399396 2.976044 0.245 -0.116 0.023 0.0913
H 1.580336 -1.900125 3.449526 -0.326 -0.244 0.191 0.0954
H -3.947295 -1.790078 -3.065751 -0.046 0.064 -0.071 0.1247
H -3.493243 -1.518424 -1.478578 -0.162 -0.107 0.038 0.0836
C -1.722904 4.055431 4.885815 -0.035 0.184 0.162 -0.0270
C -0.860940 2.783235 4.780204 -0.090 1.316 0.314 -0.4581
C -0.053970 2.618668 6.074759 0.199 -0.348 0.148 -0.1339
C -0.873447 2.196983 7.297886 -0.003 -0.041 0.031 -0.1686
C -2.111846 1.367376 6.927047 -0.006 0.494 0.050 -0.1377
C -2.021962 0.663125 5.567943 -0.013 -0.614 0.491 -0.4917
N -1.785413 1.662588 4.539977 -0.554 1.873 3.066 -0.0170
O -1.719261 1.136523 3.278884 -5.701 2.672 11.742 0.0213
C -3.387745 0.031443 5.300762 -0.199 -0.119 -0.016 -0.0252
C -0.975345 -0.461520 5.624052 0.232 0.060 0.524 -0.0163
C 0.139611 2.989583 3.651864 -1.696 3.585 3.657 -0.0682
H -2.282966 4.204128 3.961349 -0.018 -0.051 -0.015 0.0828
H -1.106279 4.947149 5.057105 -0.029 -0.155 -0.034 0.0828
H -2.441012 3.983139 5.703825 -0.070 -0.025 0.029 0.0718
H 0.730935 1.876094 5.907590 -0.027 0.000 -0.133 0.1096
H 0.474591 3.551743 6.293446 -0.104 0.003 -0.157 0.1195
H -0.229593 1.623590 7.969805 0.003 0.025 -0.039 0.1064
H -1.185059 3.076741 7.866352 -0.045 -0.028 -0.035 0.1046
H -2.305192 0.632931 7.713787 0.002 -0.117 -0.195 0.1169
H -2.988749 2.021170 6.915364 -0.015 0.007 -0.114 0.1104
H -4.149682 0.804628 5.192276 0.032 0.027 -0.020 0.0897
H -3.676846 -0.620229 6.131906 0.084 0.017 -0.071 0.0892
H -3.374821 -0.566305 4.389491 -0.100 0.061 -0.034 0.0661
H -1.235328 -1.182983 6.405547 -0.068 0.094 0.115 0.1006
H 0.028150 -0.092060 5.839650 -0.018 0.061 0.020 0.0879
H -0.937137 -0.997473 4.676202 0.502 1.301 2.224 0.0093
H 0.764392 3.859365 3.875344 -0.137 0.321 0.137 0.1171
H -0.358833 3.171096 2.701055 -0.187 0.101 0.070 0.1043
H 0.792375 2.122911 3.535773 -0.506 2.017 3.715 -0.0103
```
Forces are in eV/Å.

***

Formula: C37H52N6O6PSiTeY
Source: the Open Molecules 2025 dataset
Level of theory: ωB97M-V/def2-TZVPD

Values from the calculation:
- energy above the lowest of the compared OMol25 structures with the same formula, charge and spin (kcal per mole) = 10.5
- charge = 0
- strongest force on any atom (hartree/bohr) = 0.023
- DFT total energy (Ha) = -3158.709898

```
105
Properties=species:S:1:pos:R:3:forces:R:3:lowdin_charge:R:1
Y 0.428165 0.787661 -0.140391 -0.400 -0.720 -0.813 1.3943
O 5.046568 0.482920 -1.462078 -0.185 0.011 0.081 0.0431
C 5.502603 -0.325957 -0.479644 -0.002 -0.012 0.038 -0.2614
C 6.801629 -0.818877 -0.602683 -0.011 0.003 0.004 -0.0179
C 7.329207 -1.637412 0.374390 0.027 -0.031 0.031 -0.0850
C 6.575487 -1.980344 1.495423 0.008 0.010 -0.015 -0.0944
C 5.289251 -1.496985 1.616471 -0.037 -0.026 0.013 -0.0327
C 4.723791 -0.671943 0.638861 -0.008 -0.021 0.005 -0.0764
C 3.322620 -0.193603 0.784788 0.182 0.023 -0.092 -0.4647
O 2.821769 0.521031 -0.164495 0.001 0.000 0.116 -0.2393
N 2.676535 -0.558222 1.874403 -0.099 0.117 -0.049 0.0860
N 1.421516 0.002396 1.872779 0.195 -0.100 0.270 -0.0974
C 0.800479 0.066452 2.980490 -0.011 0.202 0.112 -0.1015
C -0.420711 0.880062 3.058854 0.101 -0.070 0.030 -0.2914
C -1.029838 1.109250 4.284087 -0.083 0.040 0.051 -0.0141
C -2.097067 1.990931 4.350641 0.031 -0.040 0.072 -0.0498
C -2.527455 2.608248 3.191180 -0.037 0.058 -0.070 -0.0445
C -1.869599 2.316990 2.005495 -0.008 -0.004 0.007 -0.1288
N -0.842578 1.480733 1.934174 0.124 0.059 0.069 0.0138
H 4.136679 0.736654 -1.170129 0.084 0.006 -0.006 0.0557
H 7.375853 -0.535813 -1.475209 -0.009 0.003 0.007 0.1157
H 8.340541 -2.011850 0.268257 -0.022 0.015 -0.007 0.1026
H 6.993313 -2.616220 2.264675 -0.004 0.006 -0.018 0.0974
H 4.680215 -1.748395 2.474387 0.013 0.008 -0.016 0.1052
H 1.243902 -0.327752 3.890738 -0.028 -0.068 0.028 0.1328
H -0.654556 0.616807 5.171738 0.005 -0.007 -0.014 0.1201
H -2.581895 2.192207 5.297361 0.006 0.001 -0.017 0.1135
H -3.352790 3.306830 3.192215 0.018 -0.012 0.011 0.1110
H -2.164552 2.790402 1.076117 -0.010 0.001 -0.003 0.1116
N 1.193770 -1.634799 -0.764091 -0.090 0.068 0.012 0.0036
C 1.216490 -1.875651 -2.205506 -0.017 -0.041 -0.027 -0.2114
C 1.949174 -0.755613 -2.928549 -0.014 0.059 -0.042 -0.1788
N 1.445827 0.586774 -2.576977 -0.025 0.072 0.062 -0.1072
C 0.609051 1.217101 -3.601110 -0.002 -0.029 0.001 -0.2110
C -0.813352 0.692064 -3.521939 -0.040 -0.032 0.011 -0.2302
N -1.335752 0.961001 -2.182579 0.098 0.052 0.025 -0.0237
H 0.458902 -2.164794 -0.312742 -0.019 -0.098 -0.040 0.0474
H 2.066394 -1.910592 -0.329807 0.067 -0.007 -0.003 0.0882
H 1.697796 -2.824349 -2.464590 -0.011 -0.031 -0.025 0.1219
H 0.184683 -1.946861 -2.551204 0.041 0.046 0.044 0.0840
H 3.012723 -0.796916 -2.689776 -0.001 -0.010 0.071 0.1130
H 1.859296 -0.914120 -4.008865 0.042 -0.022 -0.017 0.1206
H 2.241424 1.181680 -2.386958 0.044 0.063 -0.057 0.0955
H 0.595904 2.289794 -3.403917 -0.006 0.016 0.008 0.0977
H 1.010913 1.061018 -4.608925 0.008 -0.015 -0.018 0.1194
H -1.412933 1.137793 -4.321303 -0.016 0.041 -0.022 0.1168
H -0.818798 -0.386446 -3.692122 0.004 -0.003 0.008 0.0944
H -1.524157 1.950913 -2.077002 -0.016 0.057 0.013 0.0662
H -2.178477 0.445907 -1.969317 -0.052 -0.083 0.013 0.0626
C -1.365338 7.040429 -0.719528 -0.028 0.091 -0.018 -0.0716
C -1.571148 5.555088 -0.548756 0.072 -0.074 0.065 -0.2759
O -0.591912 5.017156 0.369471 -0.031 0.080 -0.084 -0.2990
P 0.617080 4.140849 -0.185759 -0.129 -0.146 -0.004 0.0521
O 0.062156 2.952158 -0.974984 0.013 0.067 0.111 -0.5007
Te 2.030716 3.429161 1.506182 0.202 0.173 0.209 0.5918
O 1.264736 5.164103 -1.233644 0.083 0.064 -0.128 -0.2879
C 2.403373 4.746370 -2.012961 -0.126 -0.014 0.109 -0.2953
C 3.009668 5.969796 -2.651510 0.039 0.047 -0.060 -0.0696
H -2.161947 7.456696 -1.340265 0.023 -0.013 0.002 0.0794
H -0.406410 7.246442 -1.193594 -0.013 -0.023 0.023 0.0708
H -1.391182 7.538763 0.250210 0.009 -0.018 -0.023 0.0831
H -1.510482 5.023073 -1.499917 0.004 0.025 -0.036 0.1065
H -2.543624 5.341325 -0.105062 -0.028 -0.003 0.021 0.1143
H 2.060599 4.029214 -2.763905 0.005 0.007 -0.019 0.1021
H 3.114644 4.246556 -1.349948 0.023 -0.001 -0.009 0.0819
H 2.272731 6.493749 -3.262200 0.012 -0.015 0.023 0.0785
H 3.844512 5.682056 -3.293207 -0.018 -0.010 0.031 0.0802
H 3.381969 6.653016 -1.888370 -0.024 -0.005 -0.008 0.0826
C -4.735785 -2.755462 1.416188 -0.042 -0.039 0.054 -0.0929
C -3.820898 -1.534312 1.286614 -0.018 0.036 -0.027 -0.5928
C -4.428637 -0.555943 0.269593 -0.030 0.026 -0.004 -0.0938
C -3.749597 -0.837036 2.647198 -0.023 0.022 0.054 -0.0901
Si -2.097650 -1.985754 0.619563 0.134 0.111 -0.138 0.4599
O -1.253208 -0.680625 0.207120 -0.005 0.048 -0.003 -0.4262
C -2.422002 -3.089437 -0.894985 -0.006 -0.065 0.020 -0.2104
C -2.836674 -4.423492 -0.798563 -0.041 -0.041 0.056 -0.1126
C -3.133346 -5.180717 -1.923112 0.017 0.038 -0.008 -0.0812
C -3.024113 -4.619474 -3.189701 0.011 0.004 0.023 -0.0919
C -2.615900 -3.300428 -3.316785 0.005 -0.022 -0.001 -0.0850
C -2.321204 -2.557495 -2.179115 -0.019 -0.029 -0.045 -0.1132
C -1.103321 -3.048117 1.833884 -0.029 -0.053 0.082 -0.1952
C -0.911819 -2.632181 3.157397 -0.075 0.040 0.066 -0.1065
C -0.094453 -3.327721 4.035499 0.033 -0.056 -0.019 -0.0871
C 0.566938 -4.472805 3.609736 -0.013 0.016 -0.013 -0.0889
C 0.395317 -4.911901 2.306024 -0.021 0.022 0.007 -0.0830
C -0.431492 -4.208301 1.436789 0.095 0.028 -0.029 -0.1040
H -5.692549 -2.454949 1.861374 0.024 -0.006 -0.023 0.0833
H -4.304169 -3.524089 2.066392 0.008 0.046 -0.025 0.0822
H -4.952760 -3.214591 0.450196 0.029 0.019 -0.002 0.0711
H -5.441193 -0.269410 0.579495 0.026 0.000 -0.007 0.0842
H -4.503329 -0.999300 -0.729214 0.008 -0.009 0.045 0.0761
H -3.826522 0.354766 0.191418 -0.015 -0.030 0.020 0.0644
H -4.737780 -0.438267 2.912329 0.035 -0.005 -0.004 0.0891
H -3.048577 0.000480 2.641326 -0.031 -0.061 -0.016 0.0458
H -3.454900 -1.527186 3.442837 -0.072 0.043 -0.072 0.0746
H -2.932181 -4.889681 0.177850 -0.003 0.045 -0.034 0.1042
H -3.451105 -6.210393 -1.811596 0.006 0.011 -0.007 0.1020
H -3.254525 -5.208651 -4.068487 0.000 0.008 0.001 0.0995
H -2.526335 -2.853106 -4.300640 -0.002 0.003 0.023 0.1000
H -1.991419 -1.533948 -2.288232 -0.001 0.072 0.012 0.0562
H -1.419354 -1.743711 3.519141 0.112 -0.050 -0.044 0.0727
H 0.032033 -2.977658 5.053897 -0.012 -0.005 -0.018 0.1017
H 1.210683 -5.017008 4.289532 -0.006 0.007 -0.005 0.1003
H 0.903771 -5.803929 1.959710 0.000 0.017 0.016 0.1011
H -0.540052 -4.574272 0.421459 -0.002 0.021 0.013 0.0908
```
Forces are in eV/Å.